The following is a DFT calculation (ωB97M-V/def2-TZVPD) of a molecular structure, C54H47N10NaO5S2.

Its spin multiplicity is 1. Its charge is -2. For the electronic energy, the calculation gives -3968.474756 Ha. The strongest force on any atom is 5.299 eV/A. The value obtained for the HOMO energy is -2.5 eV. For the lowest unoccupied orbital energy, the calculation gives 3.25 eV.

Last column: Mulliken charge in e.
Atoms and positions in Å:
Na (3.221, -2.039, 1.431)  0.975
O (1.880, 0.857, 4.415)  -1.019
C (2.501, 0.169, 3.490)  0.492
N (2.940, -1.087, 3.469)  -0.335
C (3.092, -1.964, 4.547)  0.823
C (3.050, -1.494, 5.843)  -0.537
C (3.544, -2.203, 6.932)  -0.728
C (3.987, -3.515, 6.766)  -0.693
C (3.813, -4.133, 5.427)  -0.448
C (3.445, -3.337, 4.318)  0.218
N (3.347, -3.781, 2.989)  -0.199
C (3.170, -5.029, 2.697)  -0.318
O (2.754, -6.008, 3.420)  -0.774
C (3.138, -5.483, 1.228)  0.332
C (2.963, -6.786, 0.810)  -0.432
C (2.722, -7.062, -0.494)  -0.299
C (2.511, -6.012, -1.392)  -0.846
C (2.822, -4.699, -0.918)  -0.193
N (3.168, -4.485, 0.345)  -0.035
C (2.853, 0.996, 2.282)  0.210
C (2.864, 2.356, 2.354)  -0.387
C (3.437, 3.134, 1.297)  -0.453
C (4.019, 2.456, 0.211)  -0.835
C (3.947, 1.044, 0.232)  -0.402
N (3.303, 0.366, 1.193)  -0.080
H (2.638, -0.472, 5.964)  0.329
H (3.733, -1.708, 7.862)  0.428
H (4.541, -4.238, 7.437)  0.265
H (3.857, -5.207, 5.250)  0.341
H (3.112, -7.616, 1.535)  0.392
H (2.592, -8.079, -0.846)  0.381
H (2.198, -6.216, -2.391)  0.464
H (2.925, -3.812, -1.588)  0.431
H (2.378, 2.811, 3.207)  0.610
H (3.663, 4.254, 1.340)  0.264
H (4.595, 2.986, -0.469)  0.489
H (4.332, 0.435, -0.537)  0.511
N (0.071, -4.180, 2.839)  0.019
C (-0.202, -3.911, 4.113)  0.873
C (0.257, -4.537, 5.275)  -0.995
C (-0.097, -3.943, 6.447)  -0.090
C (-0.856, -2.750, 6.562)  -0.893
C (-1.302, -2.151, 5.429)  -0.298
C (-0.997, -2.722, 4.151)  0.293
N (-1.118, -2.307, 2.845)  -0.383
C (-0.488, -3.130, 2.092)  -0.230
C (-0.264, -2.910, 0.639)  -0.672
C (-0.914, -3.453, -0.385)  0.103
S (-0.482, -2.685, -1.868)  -0.093
C (0.607, -1.671, -0.945)  -0.681
N (0.693, -1.935, 0.344)  0.481
H (0.885, -4.676, 2.625)  0.317
H (0.866, -5.420, 5.217)  0.287
H (0.296, -4.499, 7.335)  0.248
H (-1.019, -2.367, 7.571)  0.378
H (-1.924, -1.269, 5.465)  0.346
H (-1.650, -4.204, -0.246)  0.493
H (1.296, -1.032, -1.455)  0.573
C (-0.993, 2.380, 1.561)  -1.162
C (-1.284, 1.010, 2.063)  -0.028
C (-1.969, 0.832, 3.420)  1.047
N (-1.171, 1.415, 4.491)  0.862
C (-1.584, 1.748, 5.685)  0.124
S (-0.552, 1.988, 7.079)  -0.410
N (-2.952, 1.924, 5.976)  -0.040
C (-4.147, 1.945, 5.323)  0.317
O (-5.055, 1.187, 5.666)  -0.649
C (-4.377, 2.995, 4.303)  0.532
C (-5.163, 2.547, 3.182)  -0.309
C (-5.226, 3.344, 2.067)  -0.485
C (-4.551, 4.561, 2.064)  -0.230
C (-3.673, 4.971, 3.115)  -0.961
C (-3.584, 4.150, 4.167)  -0.119
H (-0.671, 2.452, 0.511)  0.480
H (-0.262, 2.897, 2.181)  0.164
H (-1.902, 3.066, 1.433)  0.056
H (-0.280, 0.537, 2.111)  -0.506
H (-1.883, 0.589, 1.336)  0.724
H (-2.062, -0.224, 3.471)  -0.482
H (-3.036, 1.129, 3.321)  -0.500
H (-0.146, 1.294, 4.422)  -0.511
H (-3.038, 1.680, 6.954)  0.230
H (-5.571, 1.485, 3.190)  0.317
H (-5.915, 3.001, 1.256)  0.333
H (-4.649, 5.158, 1.051)  0.199
H (-3.259, 5.956, 3.110)  0.465
H (-3.194, 4.470, 5.090)  0.537
C (-2.015, 1.980, -11.752)  -1.177
C (-1.095, 2.602, -10.755)  0.655
C (-0.384, 3.699, -11.192)  -0.545
C (0.516, 4.374, -10.390)  -1.108
C (0.727, 3.941, -9.073)  -0.306
C (0.150, 2.702, -8.641)  -0.232
N (0.360, 2.315, -7.290)  -0.096
C (-0.594, 2.655, -6.270)  0.141
C (-1.314, 3.920, -6.348)  -0.269
C (-2.174, 4.212, -5.298)  -0.618
C (-2.328, 3.340, -4.242)  -0.175
C (-1.679, 2.122, -4.083)  -1.002
C (-0.838, 1.793, -5.172)  0.785
C (-0.078, 0.473, -4.962)  0.482
O (-0.436, -0.335, -4.071)  -0.715
O (0.897, 0.250, -5.781)  -0.901
C (-0.873, 2.133, -9.418)  1.123
C (-1.526, 0.997, -8.821)  -1.733
H (-1.548, 2.006, -12.883)  0.281
H (-3.250, 2.202, -11.984)  0.191
H (-2.067, 0.933, -11.354)  0.308
H (-0.562, 3.923, -12.199)  0.424
H (1.022, 5.091, -10.924)  0.462
H (1.535, 4.440, -8.586)  0.476
H (0.859, 1.506, -6.886)  0.526
H (-1.191, 4.605, -7.241)  0.237
H (-2.818, 5.117, -5.165)  0.276
H (-2.864, 3.925, -3.498)  0.250
H (-1.764, 1.421, -3.168)  0.312
H (-1.963, 0.933, -7.839)  0.256
H (-0.859, 0.151, -8.680)  0.408
H (-2.411, 0.447, -9.342)  0.268